--- w ---
Molecular formula: C4H7N2OS
Method: DFT, the ωB97M-V functional and the def2-TZVPD basis

Last column: Löwdin charge in e.
Atoms and positions in Å:
C -1.09 -0.65 -2.01  -0.316
C -0.40 0.29 -2.79  -0.412
C -1.35 0.84 -3.72  -0.305
N -2.36 -0.86 -2.25  -0.318
H -0.60 -1.49 -1.47  0.124
H -1.27 -1.25 0.66  0.100
H -1.20 1.63 -4.53  0.109
C 0.08 0.12 0.96  0.182
H 1.28 0.99 -3.64  0.148
H 0.47 0.80 1.79  0.157
H -1.12 -0.62 2.27  0.142
O 0.92 0.58 -2.81  0.029
N -0.85 -0.68 1.32  0.227
H 0.38 0.18 -0.15  0.128
S -2.94 0.20 -3.40  1.005

The LUMO energy comes out at -5.565 eV. As for the molecular weight: 131.18 g mol⁻¹. The HOMO-LUMO gap comes out at 0.24479 Ha. Its net charge is +1. Its spin multiplicity is 1.

***

--- x ---
Molecular formula: C4H7N2OS
Method: DFT, the ωB97M-V functional and the def2-TZVPD basis

Last column: Löwdin charge in e.
Atoms and positions in Å:
H -2.16 0.43 -1.76  0.143
O -1.09 2.05 -0.33  0.169
H 0.62 2.03 1.55  0.236
C 1.77 0.60 0.63  -0.198
N 0.77 1.28 0.80  0.168
S -0.54 -1.53 1.00  0.824
H -1.52 -2.55 0.72  -0.019
C -0.54 1.07 0.12  -0.379
H 2.74 0.64 1.04  0.173
N 1.83 -0.33 -0.30  0.183
H 1.04 -0.52 -0.89  0.104
C -1.08 -0.29 -0.11  -0.680
C -1.98 -0.49 -1.07  0.073
H 2.63 -0.91 -0.29  0.125
H -2.49 -1.45 -1.10  0.079

The LUMO energy comes out at -4.811 eV. As for the SMILES: C=C(S)C(=O)NC=[NH2+]. As for the molecular weight: 131.18 g mol⁻¹. The HOMO-LUMO gap comes out at 0.30430 Ha. Its net charge is +1. Its spin multiplicity is 1.

***

--- y ---
Molecular formula: C4H7N2OS
Method: DFT, the ωB97M-V functional and the def2-TZVPD basis

Last column: Löwdin charge in e.
Atoms and positions in Å:
C -0.44 0.93 0.65  -0.024
C -1.48 0.39 0.02  -0.001
H -0.39 1.78 1.29  0.129
N 0.79 -2.22 -0.46  0.335
S 2.21 0.59 -0.90  0.741
O 1.39 -0.26 1.64  0.007
H 1.63 0.42 2.28  0.137
H -1.66 -1.81 -0.74  0.185
H -0.93 -0.59 -1.72  0.118
H 3.28 0.50 0.07  -0.059
H 1.63 -2.41 0.04  0.123
C -1.03 -0.85 -0.72  -0.075
C 0.78 0.10 0.45  -0.647
N 0.32 -1.14 -0.23  -0.146
H -2.56 0.83 0.01  0.175

The LUMO energy comes out at -5.990 eV. As for the SMILES: [H]/N=[N+]1/CC=C[C@]1(O)S. As for the molecular weight: 131.18 g mol⁻¹. The HOMO-LUMO gap comes out at 0.29559 Ha. Its net charge is +1. Its spin multiplicity is 1.

***

Which one is most stable, and which one is least stable? x is the most stable of them, while y is the least stable.

***

--- w ---
Molecular formula: C4H13NO3
Method: DFT, the ωB97M-V functional and the def2-TZVPD basis

Last column: Mulliken spin population.
Atoms and positions in Å:
C 0.94 0.34 0.64  0.076
O -0.01 -1.79 0.05  0.242
H -1.46 1.36 -2.76  0.001
C 0.85 -0.71 -0.51  0.109
H -0.93 0.22 2.58  0.006
H 1.15 -0.05 1.56  -0.005
N -0.15 1.36 0.90  0.490
H -2.59 0.12 0.30  -0.003
C 2.11 -1.55 -0.77  -0.006
H -1.22 1.48 -1.35  0.002
C -1.26 0.77 1.65  -0.020
H 2.95 -1.06 -0.42  0.004
H -2.11 1.48 1.76  0.001
H 2.30 -1.42 -1.92  0.005
O -1.91 -0.31 1.00  0.071
O -1.79 1.14 -1.93  0.005
H 1.85 0.85 0.32  0.028
H -0.49 2.04 0.33  -0.029
H 0.43 -0.16 -1.41  0.032
H -0.70 -1.48 0.64  -0.008
H 2.03 -2.64 -0.67  0.000

The LUMO energy (alpha / beta) comes out at -3.235 / -8.841 eV. The expectation value of S² is 0.76. As for the molecular weight: 123.15 g mol⁻¹. The HOMO-LUMO gap (alpha / beta) comes out at 0.45366 / 0.21277 Ha. Its net charge is +1. Its spin multiplicity is 2.

***

--- x ---
Molecular formula: C4H13NO3
Method: DFT, the ωB97M-V functional and the def2-TZVPD basis

Last column: Mulliken spin population.
Atoms and positions in Å:
O -0.67 0.84 2.92  0.000
O -2.64 1.39 0.39  0.003
H 0.96 -1.92 0.88  0.000
C 2.12 -0.51 -0.97  0.014
H -0.22 0.75 2.08  -0.001
C 0.13 -1.57 0.27  0.000
H -1.02 1.99 -1.27  0.084
C -0.23 1.28 -0.95  -0.010
H -3.51 1.72 0.65  0.000
H -2.18 1.00 1.15  0.000
C 0.67 -0.97 -1.05  0.011
N -0.22 0.12 -1.50  0.027
H 0.56 -1.73 -1.80  0.004
H 2.68 -0.73 -0.06  -0.001
H 2.22 0.57 -1.16  0.014
H -0.38 -2.52 0.09  0.001
H -1.01 -0.11 -2.07  -0.002
H -0.52 -0.91 0.80  0.001
H 2.67 -0.93 -1.79  0.008
O 0.56 1.74 -0.10  0.848
H 0.02 0.49 3.51  0.000

The LUMO energy (alpha / beta) comes out at -3.821 / -8.846 eV. The expectation value of S² is 0.76. As for the molecular weight: 123.15 g mol⁻¹. The HOMO-LUMO gap (alpha / beta) comes out at 0.41821 / 0.23353 Ha. Its net charge is +1. Its spin multiplicity is 2.

***

Which one is most stable, and which one is least stable? x is the most stable of them, while w is the least stable.